(1)
Computed, not measured: a cluster of 7 separate species, C21H57N3O7 in total at a distorted geometry, with the ωB97M-V functional and the def2-TZVPD basis.

Atoms and positions in Å:
C1 -0.583 2.883 -5.385
C2 0.628 2.163 -4.684
C3 -0.124 1.618 -3.443
C4 0.765 0.552 -2.804
C5 1.211 -0.559 -3.792
C6 1.964 -0.036 -5.073
N1 1.173 1.115 -5.617
O1 1.788 1.690 -6.593
C7 3.432 0.283 -4.677
C8 1.941 -1.289 -6.060
C9 1.724 3.120 -4.179
H1 -1.103 3.646 -4.806
H2 -1.327 2.176 -5.750
H3 -0.268 3.424 -6.278
H4 -0.585 2.430 -2.879
H5 -0.986 1.059 -3.806
H6 0.261 0.024 -1.994
H7 1.698 0.987 -2.447
H8 0.326 -1.045 -4.202
H9 1.696 -1.357 -3.230
H10 3.978 -0.595 -4.332
H11 3.973 0.460 -5.606
H12 3.501 1.163 -4.037
H13 0.928 -1.636 -6.266
H14 2.343 -1.119 -7.059
H15 2.476 -2.170 -5.704
H16 1.409 4.126 -3.903
H17 2.484 3.330 -4.932
H18 2.282 2.904 -3.268
H19 1.609 1.123 -7.347
C10 4.963 -0.537 3.233
O2 4.058 0.502 2.753
H20 4.317 -1.372 3.503
H21 5.771 -0.764 2.539
H22 5.571 -0.147 4.050
H23 3.766 1.014 3.511
C11 2.273 2.605 6.019
O3 3.230 1.900 5.182
H24 1.346 2.652 5.447
H25 2.088 1.894 6.824
H26 2.750 3.500 6.419
H27 4.045 1.716 5.656
C12 -2.618 1.221 5.188
O4 -1.403 1.973 4.905
H28 -2.681 0.880 6.222
H29 -3.589 1.674 4.991
H30 -2.478 0.384 4.504
H31 -1.083 1.780 4.021
C13 -3.470 2.892 -2.739
O5 -4.780 3.140 -3.159
H32 -3.179 3.643 -2.004
H33 -3.442 2.000 -2.113
H34 -2.846 2.737 -3.619
H35 -5.102 2.365 -3.625
C14 -3.242 1.567 1.137
C15 -2.465 0.297 0.682
C16 -0.891 0.402 0.867
O6 -0.693 1.039 2.184
C17 0.685 0.748 2.540
N2 -3.120 -0.777 1.450
H36 -4.032 1.895 0.461
H37 -2.535 2.391 1.227
H38 -3.663 1.525 2.141
H39 -2.833 0.026 -0.307
H40 -0.388 1.026 0.128
H41 -0.538 -0.619 0.725
H42 1.307 1.382 1.908
H43 0.951 -0.304 2.434
H44 0.932 1.039 3.562
H45 -3.013 -0.463 2.404
H46 -4.072 -0.498 1.260
C18 -2.969 -4.678 2.132
C19 -1.681 -3.908 2.400
C20 -0.450 -4.810 2.673
O7 -0.704 -5.379 3.992
C21 0.464 -6.051 4.521
N3 -1.370 -3.058 1.318
H47 -3.276 -5.425 2.864
H48 -3.094 -5.043 1.113
H49 -3.677 -3.852 2.073
H50 -1.734 -3.358 3.340
H51 0.404 -4.150 2.826
H52 -0.249 -5.502 1.856
H53 0.175 -6.694 5.352
H54 1.143 -5.325 4.968
H55 0.972 -6.572 3.709
H56 -2.030 -2.307 1.176
H57 -0.432 -2.685 1.333

Computed properties:
strongest force on any atom = 7.07 eV/Å
multiplicity = 2
frontier orbital gap (alpha / beta) = 0.05548 / 0.31702 hartree
expectation value of S² = 0.750
net charge = -1
highest occupied orbital energy (alpha / beta) = 0.8 / -6.2 eV
calculated total energy = -1524.9622 Eh

***

(2)
Computed, not measured: a cluster of 2 separate species, C6H12O in total, with the ωB97M-V functional and the def2-TZVPD basis.

Atoms and positions in Å:
C1 1.859 0.475 -2.969
C2 0.628 0.149 -2.181
C3 -0.468 0.889 -2.154
H1 2.080 -0.320 -3.684
H2 1.775 1.422 -3.500
H3 2.718 0.531 -2.295
H4 0.668 -0.768 -1.602
H5 -1.332 0.665 -1.547
H6 -0.493 1.820 -2.716
C4 0.202 -1.501 1.291
C5 -0.517 -0.494 1.773
O1 -1.327 0.242 0.946
C6 -0.451 -0.025 3.197
H7 0.951 -1.978 1.903
H8 -0.035 -1.897 0.314
H9 -1.517 1.077 1.385
H10 0.268 -0.630 3.741
H11 -0.108 1.014 3.228
H12 -1.422 -0.083 3.689

Computed properties:
strongest force on any atom = 0.59 eV/Å
multiplicity = 1
frontier orbital gap = 0.35640 hartree
highest occupied orbital energy = -8.8 eV
SMILES string = C=C(C)O.C=CC
calculated total energy = -310.9941 Eh

***

(3)
Computed, not measured: a structure of composition C50H43Cl5O4P2S6Sn, with the ωB97M-V functional and the def2-TZVPD basis.

Atoms and positions in Å:
Sn1 -0.054 0.524 0.550
Cl1 -2.024 -2.265 0.496
C1 -0.999 -3.188 1.616
Cl2 -0.436 -2.183 2.958
H1 -0.130 -3.534 1.070
H2 -1.587 -3.998 2.027
Cl3 4.608 6.288 1.404
C2 3.452 5.141 0.801
C3 3.504 3.825 1.218
C4 2.551 2.941 0.753
Cl4 2.635 1.271 1.225
C5 1.492 3.297 -0.112
O1 0.568 2.473 -0.505
C6 1.547 4.641 -0.549
Cl5 0.375 5.164 -1.722
C7 2.486 5.550 -0.102
H3 4.276 3.492 1.899
H4 2.462 6.571 -0.458
O2 0.372 -0.324 -1.842
P1 -0.084 0.074 -3.200
C8 -1.111 1.573 -3.163
P2 -2.625 1.368 -2.177
O3 -2.292 0.688 -0.888
C9 -3.255 3.054 -2.024
C10 -2.367 4.008 -1.531
C11 -2.775 5.324 -1.383
C12 -4.076 5.686 -1.700
C13 -4.971 4.734 -2.168
C14 -4.563 3.419 -2.336
C15 -3.848 0.452 -3.134
C16 -4.288 0.905 -4.378
C17 -5.284 0.219 -5.053
C18 -5.838 -0.925 -4.493
C19 -5.399 -1.381 -3.259
C20 -4.406 -0.691 -2.575
C21 -1.016 -1.258 -3.975
C22 -1.266 -2.377 -3.187
C23 -1.985 -3.444 -3.707
C24 -2.458 -3.386 -5.009
C25 -2.214 -2.268 -5.797
C26 -1.493 -1.201 -5.283
C27 1.292 0.511 -4.288
C28 2.016 1.655 -3.947
C29 3.106 2.038 -4.711
C30 3.480 1.280 -5.814
C31 2.776 0.131 -6.144
C32 1.682 -0.258 -5.381
H5 -1.323 1.964 -4.161
H6 -0.511 2.293 -2.595
H7 -1.362 3.718 -1.246
H8 -2.076 6.066 -1.014
H9 -4.397 6.712 -1.569
H10 -5.989 5.018 -2.405
H11 -5.263 2.680 -2.701
H12 -3.862 1.804 -4.810
H13 -5.633 0.579 -6.013
H14 -6.617 -1.461 -5.021
H15 -5.830 -2.273 -2.823
H16 -4.062 -1.024 -1.604
H17 -0.903 -2.380 -2.166
H18 -2.182 -4.313 -3.091
H19 -3.031 -4.212 -5.413
H20 -2.590 -2.225 -6.811
H21 -1.297 -0.329 -5.897
H22 1.727 2.235 -3.077
H23 3.662 2.929 -4.448
H24 4.325 1.586 -6.418
H25 3.074 -0.462 -6.999
H26 1.136 -1.158 -5.634
O4 1.524 -1.753 0.192
S1 2.580 -1.895 -0.867
C33 2.264 -3.531 -1.610
C34 3.263 -3.848 -2.688
C35 3.911 -5.078 -2.723
C36 4.842 -5.359 -3.714
C37 5.139 -4.409 -4.680
C38 4.488 -3.183 -4.662
C39 3.556 -2.903 -3.674
C40 4.145 -2.297 0.042
C41 3.947 -3.323 1.110
C42 3.260 -3.004 2.281
C43 3.000 -3.980 3.231
C44 3.424 -5.285 3.027
C45 4.120 -5.611 1.871
C46 4.376 -4.635 0.918
H27 1.257 -3.429 -2.021
H28 2.253 -4.262 -0.802
H29 3.675 -5.828 -1.976
H30 5.339 -6.321 -3.728
H31 5.872 -4.626 -5.447
H32 4.707 -2.442 -5.420
H33 3.046 -1.946 -3.665
H34 4.447 -1.329 0.443
H35 4.854 -2.612 -0.726
H36 2.926 -1.988 2.446
H37 2.460 -3.717 4.132
H38 3.221 -6.046 3.771
H39 4.464 -6.625 1.710
H40 4.931 -4.887 0.021
C47 -1.963 4.689 2.356
S2 -3.053 3.319 1.865
C48 -2.883 2.209 3.213
C49 -1.752 1.585 3.602
S3 -0.156 1.739 2.937
S4 -1.936 0.550 5.010
C50 -3.625 0.809 5.301
S5 -4.460 0.117 6.529
S6 -4.332 1.878 4.139
H41 -2.350 5.585 1.871
H42 -0.941 4.492 2.043
H43 -2.004 4.807 3.436

Computed properties:
strongest force on any atom = 0.77 eV/Å
multiplicity = 1
frontier orbital gap = 0.24763 hartree
highest occupied orbital energy = -6.6 eV
calculated total energy = -7819.3401 Eh

***

(4)
Computed, not measured: a structure of composition C6H7AlLiO6 at a distorted geometry, with the ωB97M-V functional and the def2-TZVPD basis.

Atoms and positions in Å:
O1 4.547 -0.238 -0.233
C1 3.384 0.149 -0.022
O2 3.173 1.210 0.651
O3 2.367 -0.599 -0.473
C2 1.194 -0.532 0.206
C3 0.872 -1.474 1.156
Al1 4.700 1.231 0.724
H1 0.155 -1.335 1.969
H2 1.712 -2.105 1.462
Li1 1.423 1.719 1.245
C4 -0.405 -1.080 -0.356
C5 -1.341 0.065 -0.012
O4 -2.540 -0.106 -0.765
C6 -3.366 0.926 -0.822
O5 -3.349 1.886 -0.090
O6 -4.142 0.783 -1.887
H3 -0.927 -2.038 -0.228
H4 -0.206 -1.106 -1.438
H5 -0.908 1.051 -0.226
H6 -1.568 0.085 1.063
H7 -4.777 1.509 -1.926

Computed properties:
strongest force on any atom = 14.79 eV/Å
multiplicity = 1
frontier orbital gap (alpha / beta) = 0.15092 / 0.27735 hartree
net charge = +3
highest occupied orbital energy (alpha / beta) = -20.2 / -20.5 eV
calculated total energy = -932.8677 Eh

***

(5)
Computed, not measured: a structure of composition C21H19F5IrN2SSi, with the ωB97M-V functional and the def2-TZVPD basis.

Atoms and positions in Å:
Ir1 0.447 -0.358 -1.402
F1 1.013 1.565 5.435
C1 1.063 0.923 4.268
C2 0.257 1.311 3.216
F2 -0.579 2.342 3.365
C3 0.310 0.638 2.006
F3 -0.507 1.097 1.041
C4 1.159 -0.440 1.790
S1 1.348 -1.434 0.346
C5 1.956 -0.806 2.878
F4 2.799 -1.837 2.756
C6 1.923 -0.148 4.091
F5 2.715 -0.537 5.090
C7 -3.647 -0.381 -3.075
Si1 -2.352 0.413 -1.996
C8 -1.092 1.279 -3.100
C9 -3.087 1.704 -0.866
N1 -1.411 -0.860 -1.193
C10 -2.006 -1.861 -0.389
C11 -1.406 -3.115 -0.267
C12 -1.959 -4.086 0.549
C13 -3.135 -3.838 1.244
C14 -3.772 -2.616 1.083
C15 -3.220 -1.642 0.266
H1 -4.174 0.379 -3.658
H2 -4.388 -0.933 -2.495
H3 -3.180 -1.079 -3.772
H4 -1.622 2.010 -3.717
H5 -0.589 0.601 -3.798
H6 -0.336 1.845 -2.548
H7 -3.470 2.528 -1.473
H8 -2.323 2.106 -0.197
H9 -3.909 1.341 -0.252
H10 -0.524 -3.332 -0.852
H11 -1.470 -5.048 0.636
H12 -3.559 -4.594 1.891
H13 -4.703 -2.416 1.597
H14 -3.725 -0.694 0.159
N2 1.960 0.521 -1.604
C16 3.103 1.103 -1.177
C17 4.318 0.830 -1.827
C18 5.486 1.393 -1.352
C19 5.463 2.233 -0.243
C20 4.257 2.525 0.387
C21 3.078 1.977 -0.077
H15 4.315 0.168 -2.682
H16 6.423 1.177 -1.847
H17 6.385 2.659 0.131
H18 4.239 3.184 1.245
H19 2.127 2.204 0.388

Computed properties:
strongest force on any atom = 0.62 eV/Å
multiplicity = 2
frontier orbital gap (alpha / beta) = 0.24868 / 0.23333 hartree
expectation value of S² = 0.802
highest occupied orbital energy (alpha / beta) = -7.6 / -7.9 eV
calculated total energy = -2212.4434 Eh

***

(6)
Computed, not measured: the molecule Cl2H5NSi2 at a distorted geometry, with the ωB97M-V functional and the def2-TZVPD basis.

Atoms and positions in Å:
N1 -0.648 0.889 -0.189
Si1 0.055 -0.605 0.421
Si2 -0.820 2.316 0.705
Cl1 0.810 2.314 2.009
Cl2 -2.505 2.006 1.762
H1 -0.669 0.941 -1.186
H2 0.124 -0.415 1.787
H3 -0.583 -1.734 -0.247
H4 1.495 -0.581 0.053
H5 -0.615 3.534 -0.282

Computed properties:
strongest force on any atom = 2.68 eV/Å
multiplicity = 1
frontier orbital gap = 0.39348 hartree
highest occupied orbital energy = -10.0 eV
SMILES string = [SiH3]N[SiH](Cl)Cl
calculated total energy = -1557.2425 Eh

***

What did the fifth record say?
Computed, not measured: a structure of composition C21H19F5IrN2SSi, with the ωB97M-V functional and the def2-TZVPD basis.

Atoms and positions in Å:
Ir1 0.447 -0.358 -1.402
F1 1.013 1.565 5.435
C1 1.063 0.923 4.268
C2 0.257 1.311 3.216
F2 -0.579 2.342 3.365
C3 0.310 0.638 2.006
F3 -0.507 1.097 1.041
C4 1.159 -0.440 1.790
S1 1.348 -1.434 0.346
C5 1.956 -0.806 2.878
F4 2.799 -1.837 2.756
C6 1.923 -0.148 4.091
F5 2.715 -0.537 5.090
C7 -3.647 -0.381 -3.075
Si1 -2.352 0.413 -1.996
C8 -1.092 1.279 -3.100
C9 -3.087 1.704 -0.866
N1 -1.411 -0.860 -1.193
C10 -2.006 -1.861 -0.389
C11 -1.406 -3.115 -0.267
C12 -1.959 -4.086 0.549
C13 -3.135 -3.838 1.244
C14 -3.772 -2.616 1.083
C15 -3.220 -1.642 0.266
H1 -4.174 0.379 -3.658
H2 -4.388 -0.933 -2.495
H3 -3.180 -1.079 -3.772
H4 -1.622 2.010 -3.717
H5 -0.589 0.601 -3.798
H6 -0.336 1.845 -2.548
H7 -3.470 2.528 -1.473
H8 -2.323 2.106 -0.197
H9 -3.909 1.341 -0.252
H10 -0.524 -3.332 -0.852
H11 -1.470 -5.048 0.636
H12 -3.559 -4.594 1.891
H13 -4.703 -2.416 1.597
H14 -3.725 -0.694 0.159
N2 1.960 0.521 -1.604
C16 3.103 1.103 -1.177
C17 4.318 0.830 -1.827
C18 5.486 1.393 -1.352
C19 5.463 2.233 -0.243
C20 4.257 2.525 0.387
C21 3.078 1.977 -0.077
H15 4.315 0.168 -2.682
H16 6.423 1.177 -1.847
H17 6.385 2.659 0.131
H18 4.239 3.184 1.245
H19 2.127 2.204 0.388

Computed properties:
strongest force on any atom = 0.62 eV/Å
multiplicity = 2
frontier orbital gap (alpha / beta) = 0.24868 / 0.23333 hartree
expectation value of S² = 0.802
highest occupied orbital energy (alpha / beta) = -7.6 / -7.9 eV
calculated total energy = -2212.4434 Eh